{
  "formula": "C46H127N11O12",
  "method": "wB97M-V/def2-TZVPD",
  "homo_lumo_gap_ev": 9.060,
  "smiles": "COC[C@H](C)N.COC[C@H](C)N.COC[C@H](C)N.COC[C@H](C)N.COC[C@H](C)N.COC[C@H](C)N.COC[C@H](C)N.COC[C@H](C)N.COC[C@H](C)N.COC[C@H](C)N.COC[C@H](C)N.CCO",
  "largest_force_ev_per_a": 3.5,
  "symbols": ["C", "O", "C", "C", "C", "N", "H", "H", "H", "H", "H", "H", "H", "H", "H", "H", "H", "C", "O", "C", "C", "C", "N", "H", "H", "H", "H", "H", "H", "H", "H", "H", "H", "H", "C", "O", "C", "C", "C", "N", "H", "H", "H", "H", "H", "H", "H", "H", "H", "H", "H", "C", "O", "C", "C", "C", "N", "H", "H", "H", "H", "H", "H", "H", "H", "H", "H", "H", "C", "O", "C", "C", "C", "N", "H", "H", "H", "H", "H", "H", "H", "H", "H", "H", "H", "C", "O", "C", "C", "C", "N", "H", "H", "H", "H", "H", "H", "H", "H", "H", "H", "H", "C", "O", "C", "C", "C", "N", "H", "H", "H", "H", "H", "H", "H", "H", "H", "H", "H", "C", "O", "C", "C", "C", "N", "H", "H", "H", "H", "H", "H", "H", "H", "H", "H", "H", "C", "O", "C", "C", "C", "N", "H", "H", "H", "H", "H", "H", "H", "H", "H", "H", "H", "C", "O", "C", "C", "C", "N", "H", "H", "H", "H", "H", "H", "H", "H", "H", "H", "H", "C", "O", "C", "C", "C", "N", "H", "H", "H", "H", "H", "H", "H", "H", "H", "H", "H", "C", "C", "O", "H", "H", "H", "H", "H", "H"],
  "coordinates": [[32.0891, 4.0018, -9.8103], [31.0380, 3.4187, -10.5374], [30.0574, 2.8752, -9.6648], [29.1215, 1.9939, -10.4806], [28.5454, 2.7551, -11.6737], [28.0604, 1.4747, -9.6158], [32.5226, 3.2943, -9.0939], [31.8030, 4.8705, -9.2010], [32.8347, 4.3486, -10.5249], [30.5228, 2.2684, -8.8765], [29.5459, 3.6862, -9.1266], [29.7120, 1.1537, -10.8531], [29.3302, 3.0138, -12.3874], [28.0437, 3.6723, -11.3604], [27.8942, 2.0806, -12.2329], [27.2690, 1.0541, -10.1278], [27.5987, 2.2577, -9.1535], [26.7747, -1.3448, -17.1921], [25.4006, -1.1451, -17.2446], [24.8904, -0.5835, -16.0568], [23.3898, -0.3767, -16.1068], [22.9388, 0.6204, -17.1551], [22.9112, -0.0632, -14.7585], [27.3587, -0.4118, -17.1739], [27.1234, -1.8987, -18.0653], [27.0751, -1.9336, -16.3139], [25.1312, -1.2099, -15.1905], [25.3759, 0.3951, -15.8984], [22.9518, -1.3363, -16.4175], [21.8548, 0.7156, -17.1287], [23.2825, 0.3453, -18.1524], [23.4011, 1.5749, -16.8725], [23.2053, 0.9027, -14.5839], [21.9127, 0.1229, -14.8188], [31.1941, -1.0036, -16.9607], [30.4949, -2.2346, -17.0920], [31.0759, -3.2676, -16.3367], [30.3572, -4.5956, -16.6132], [28.8990, -4.5265, -16.1618], [31.0620, -5.7232, -15.9845], [32.2188, -1.1085, -17.3340], [31.2849, -0.6707, -15.9202], [30.6216, -0.2573, -17.5052], [32.1409, -3.4049, -16.5758], [31.0371, -3.0083, -15.2670], [30.3555, -4.7410, -17.6952], [28.3476, -5.3958, -16.5309], [28.3983, -3.6424, -16.5613], [28.7963, -4.5467, -15.0748], [30.8231, -5.6788, -14.9932], [30.5753, -6.5709, -16.2676], [28.3994, 4.8536, -18.1071], [27.1249, 4.2602, -18.1651], [26.4042, 4.6365, -19.3281], [25.0159, 4.0472, -19.1992], [25.1237, 2.5312, -18.9865], [24.2268, 4.2613, -20.4359], [29.0896, 4.3733, -18.8075], [28.8386, 4.6002, -17.1375], [28.3948, 5.9460, -18.1046], [26.3146, 5.7300, -19.2739], [26.8779, 4.3866, -20.2822], [24.4325, 4.4729, -18.3832], [25.5183, 1.9211, -19.8088], [24.1637, 2.0311, -18.8293], [25.8016, 2.2956, -18.1600], [23.4845, 3.5801, -20.5249], [24.8299, 4.0697, -21.2318], [31.9940, 3.6379, -13.3574], [32.1495, 3.2570, -14.7172], [32.6308, 4.3097, -15.5133], [32.9030, 3.7555, -16.9135], [33.9155, 2.6346, -16.9457], [33.3092, 4.8541, -17.8087], [31.1208, 4.2787, -13.2260], [32.8469, 4.1514, -12.8970], [31.9342, 2.7408, -12.7453], [31.9794, 5.1810, -15.6189], [33.5774, 4.6756, -15.0934], [31.9110, 3.4518, -17.2644], [33.4945, 1.7335, -16.4869], [34.7883, 2.9089, -16.3453], [34.2633, 2.3258, -17.9306], [33.1651, 4.5226, -18.7543], [34.3001, 5.0444, -17.7076], [24.8778, 1.0677, -11.5764], [26.0069, 0.2393, -11.3705], [26.3397, -0.3742, -12.6037], [27.6231, -1.1355, -12.4063], [28.0570, -1.7263, -13.7380], [27.4982, -2.2273, -11.4262], [24.6453, 1.6237, -10.6701], [24.0152, 0.4316, -11.8081], [25.0230, 1.7073, -12.4489], [25.5125, -1.0017, -12.9452], [26.5429, 0.4153, -13.3414], [28.4489, -0.5274, -12.0348], [27.2298, -2.0584, -14.3768], [28.6507, -2.6171, -13.5343], [28.5672, -1.0079, -14.3831], [26.9059, -2.9458, -11.8373], [27.0030, -1.8840, -10.6088], [27.3712, 9.7250, -15.3377], [28.3090, 8.6645, -15.1948], [29.0009, 8.4256, -16.4320], [30.1680, 7.4281, -16.2432], [31.1499, 8.0428, -15.2347], [30.8579, 7.3770, -17.5499], [27.8837, 10.6153, -15.7055], [26.8650, 9.9655, -14.4048], [26.5824, 9.4276, -16.0244], [28.2019, 8.0787, -17.0900], [29.4585, 9.3287, -16.8469], [29.7282, 6.4861, -15.9222], [32.0028, 7.3856, -15.0763], [30.6607, 8.2648, -14.2800], [31.4722, 9.0389, -15.5460], [31.6091, 6.6876, -17.5366], [31.3642, 8.2305, -17.7590], [26.5830, 6.1045, -16.7746], [25.3579, 6.3593, -16.0726], [25.0323, 7.7145, -15.9272], [23.7969, 7.7867, -15.0265], [22.5310, 7.5088, -15.8118], [23.6513, 9.1314, -14.4686], [27.3419, 6.6020, -16.1619], [26.5574, 6.5511, -17.7714], [26.6975, 5.0256, -16.7958], [25.8593, 8.2252, -15.4194], [24.8251, 8.1744, -16.8982], [23.8522, 7.0372, -14.2281], [22.6081, 6.5860, -16.3958], [22.3285, 8.3274, -16.5044], [21.6452, 7.3975, -15.1823], [24.5298, 9.4331, -14.0393], [23.0549, 9.1632, -13.6458], [25.1239, 3.2365, -14.9200], [23.9287, 2.8704, -14.2700], [22.8089, 3.6664, -14.6170], [21.5084, 3.2177, -13.9141], [21.7139, 2.7698, -12.4883], [20.8286, 2.1599, -14.6830], [25.1545, 3.1783, -16.0122], [25.8756, 2.5449, -14.5376], [25.3990, 4.2548, -14.6333], [23.0073, 4.6951, -14.2891], [22.6100, 3.7552, -15.6897], [20.8456, 4.0936, -13.8752], [22.5051, 3.2282, -11.8946], [22.0784, 1.7346, -12.5474], [20.7890, 2.7771, -11.9110], [20.3227, 2.5614, -15.4640], [20.1343, 1.7796, -14.0428], [31.6345, -1.1964, -12.8226], [32.1829, -2.4841, -12.6661], [33.4653, -2.6504, -13.1952], [33.8718, -4.1317, -13.1198], [33.9837, -4.5712, -11.6560], [35.1702, -4.3418, -13.7298], [32.3657, -0.4036, -12.6362], [30.8171, -1.0352, -12.1220], [31.2192, -1.0426, -13.8218], [33.4579, -2.3455, -14.2561], [34.2612, -2.0417, -12.7385], [33.1666, -4.7769, -13.6477], [34.2251, -5.6292, -11.5521], [33.0672, -4.3211, -11.1219], [34.8222, -4.0769, -11.1547], [35.1849, -3.9898, -14.6901], [35.8405, -3.6864, -13.3191], [24.7892, 5.2050, -10.8985], [26.0970, 5.4117, -10.4247], [26.6246, 6.7226, -10.6376], [26.9318, 6.9911, -12.0951], [27.8148, 5.9017, -12.6880], [27.6052, 8.3015, -12.2638], [24.0721, 5.7357, -10.2644], [24.5950, 4.1329, -10.9326], [24.6783, 5.5217, -11.9432], [25.8539, 7.3967, -10.2451], [27.5022, 6.7903, -9.9958], [26.0132, 7.0783, -12.6788], [28.6784, 5.6459, -12.0679], [28.1815, 6.1076, -13.6941], [27.2066, 4.9907, -12.7401], [28.5129, 8.2789, -11.8079], [27.8066, 8.3745, -13.2615], [28.3872, 3.1326, -14.9127], [29.1447, 1.9039, -15.4288], [30.0551, 1.4788, -14.4356], [29.0977, 3.8981, -14.5848], [27.7139, 2.9560, -14.0753], [27.7770, 3.6155, -15.6823], [29.6186, 2.1831, -16.3772], [28.4076, 1.1409, -15.6897], [30.8521, 2.0275, -14.5861]],
  "mulliken_charge": [-0.8874, -0.0015, -1.7744, 0.6181, 1.7631, -0.7110, 0.3374, 0.3062, 0.1948, 0.5745, 0.4577, -0.0354, -0.2174, 0.0700, -1.1117, 0.3980, 0.3872, 0.4084, -0.5364, 0.3899, 0.0329, -0.9270, -0.5887, 0.0192, 0.4895, -0.4940, 0.0835, -0.3916, 0.4798, 0.3769, 0.5298, -0.1919, -0.5175, 0.4241, -0.4857, -0.3872, -0.0542, 0.2048, -0.9462, -0.7427, 0.4319, 0.0090, 0.3023, 0.3872, -0.2500, 0.3900, 0.4432, -0.1307, 0.3295, 0.2805, 0.2995, -0.5230, -0.3159, -0.6989, 1.6445, -1.1971, -0.8274, 0.3486, -0.4075, 0.7280, 0.3328, 0.6564, -0.6764, 0.2938, 0.3416, -0.0234, 0.2920, 0.3189, -0.9463, -0.2727, -0.2498, 0.6048, -1.5316, -0.5306, 0.2724, 0.5587, 0.1421, -0.2963, 0.4538, -0.0457, 0.2175, 0.3389, 0.4296, 0.2831, 0.2422, -0.6012, -0.6780, -0.0294, 1.9935, -1.3713, -0.7998, 0.4236, 0.3532, -0.1264, 0.9073, -0.7336, -1.4887, 0.3387, 0.4851, 0.0107, 0.3330, 0.3431, -1.1047, -0.2146, -1.5063, 2.5550, -1.5592, -0.6455, 0.3841, 0.2262, 0.7228, 0.3788, 0.7299, -1.1605, 0.4069, 0.2504, 0.3922, 0.2225, 0.3635, -0.0040, 0.4721, 0.3679, 1.6509, -1.7038, -0.7614, -0.0210, 0.3138, -0.7313, -1.8602, 0.7126, -0.6849, 0.1919, 0.4449, 0.4087, 0.2094, 0.3217, 0.7595, 1.8479, -0.3024, -0.3049, -1.3566, -0.4630, -0.0498, -1.0615, -0.3138, -0.2041, 0.2132, 0.4745, 0.0178, 0.3857, 0.4234, 0.2504, 0.2643, -0.2279, -0.4328, -0.4944, 0.7733, -1.4373, -0.7631, 0.4516, 0.0811, -0.2929, 0.2002, 0.3261, 0.0663, 0.4028, 0.3039, 0.3161, 0.2771, 0.2996, 0.3011, -0.2412, -1.3282, 1.1983, 0.9647, -0.7512, 0.4254, -0.4576, -0.1151, 0.3997, 0.3238, -0.4777, 0.5948, -0.7753, -0.5889, 0.3773, 0.1386, 1.4314, -0.0034, 0.5212, -0.4348, -1.1912, 0.7386, 0.1804, -0.7452, -0.0378]
}

---

{
  "formula": "C46H31CaCl2N9O6S2",
  "method": "wB97M-V/def2-TZVPD",
  "homo_lumo_gap_ev": 6.338,
  "charge": -2,
  "largest_force_ev_per_a": 1.0,
  "symbols": ["Ca", "Cl", "C", "C", "C", "N", "C", "O", "C", "C", "C", "C", "C", "N", "C", "C", "C", "Cl", "N", "C", "O", "C", "C", "C", "C", "C", "N", "H", "H", "H", "H", "H", "H", "H", "H", "H", "H", "C", "O", "C", "C", "C", "C", "C", "C", "N", "N", "C", "C", "C", "C", "O", "C", "N", "C", "C", "C", "C", "H", "H", "H", "H", "H", "H", "H", "H", "H", "H", "H", "H", "O", "S", "O", "N", "C", "S", "C", "C", "C", "C", "C", "C", "H", "H", "H", "H", "C", "C", "C", "N", "C", "C", "H", "H", "H", "H", "H"],
  "coordinates": [[-0.8650, 1.2531, -1.7104], [-4.9921, 5.1762, -6.0426], [-4.0126, 4.6898, -4.6777], [-3.3330, 3.4809, -4.7485], [-2.5354, 3.0418, -3.6937], [-1.7569, 1.8869, -3.7304], [-1.8738, 0.9426, -4.6568], [-2.7052, 0.8052, -5.5664], [-0.7439, -0.0915, -4.5920], [-0.8727, -1.2775, -5.3066], [0.1819, -2.1688, -5.3243], [1.3552, -1.8315, -4.6616], [1.3952, -0.6332, -3.9732], [0.3673, 0.2142, -3.9123], [-2.4127, 3.8704, -2.5288], [-3.1094, 5.0744, -2.4897], [-3.9079, 5.4785, -3.5522], [-4.7606, 6.9998, -3.4237], [-1.6266, 3.3888, -1.4760], [-1.1873, 4.1636, -0.4884], [-1.2931, 5.3863, -0.3193], [-0.4836, 3.3821, 0.6367], [-0.2108, 4.0573, 1.8201], [0.3145, 3.3557, 2.8916], [0.5596, 1.9984, 2.7542], [0.2983, 1.4116, 1.5282], [-0.2090, 2.0769, 0.4908], [-3.4300, 2.8582, -5.6230], [-1.8031, -1.4573, -5.8261], [0.0973, -3.1146, -5.8457], [2.2130, -2.4908, -4.6523], [2.2838, -0.3425, -3.4228], [-3.0135, 5.7074, -1.6225], [-0.4344, 5.1137, 1.8568], [0.5375, 3.8608, 3.8248], [0.9729, 1.3989, 3.5538], [0.5095, 0.3612, 1.3682], [1.3318, -3.2609, 4.5794], [2.0658, -4.2947, 3.9459], [1.6138, -4.7186, 2.7396], [0.3807, -4.3689, 2.1969], [0.0148, -4.8401, 0.9436], [0.8717, -5.6560, 0.2178], [2.0779, -6.0449, 0.7940], [2.4591, -5.5711, 2.0324], [0.5537, -6.2535, -1.0500], [-0.0597, -5.6586, -1.9589], [-0.4096, -4.2826, -1.9502], [-1.6689, -4.0253, -2.4564], [-2.2720, -2.7753, -2.3916], [-1.6045, -1.6772, -1.8328], [-2.1389, -0.5295, -1.6879], [-0.2107, -1.9009, -1.4301], [0.4830, -0.8000, -1.0209], [1.7431, -0.9262, -0.6763], [2.4320, -2.1496, -0.7668], [1.7594, -3.2573, -1.1943], [0.3803, -3.1788, -1.5022], [1.8924, -2.9988, 5.4718], [0.3313, -3.6051, 4.8613], [1.2665, -2.3803, 3.9404], [-0.2917, -3.7077, 2.7249], [-0.9374, -4.5408, 0.5258], [2.7239, -6.7126, 0.2364], [3.4118, -5.8376, 2.4710], [-2.2107, -4.8700, -2.8692], [-3.2721, -2.6165, -2.7746], [2.2615, -0.0336, -0.3379], [3.4797, -2.1862, -0.4998], [2.2794, -4.2000, -1.3037], [5.0946, -0.4605, 3.7254], [3.8555, 0.2012, 3.4014], [2.6531, -0.3860, 3.9534], [3.7024, 0.4633, 1.8118], [3.7148, 1.7545, 1.5087], [3.5576, 2.4260, -0.0087], [3.8551, 2.6440, 2.7209], [3.8821, 4.0276, 2.7803], [3.9959, 4.6293, 4.0259], [4.0814, 3.8645, 5.1896], [4.0542, 2.4769, 5.1279], [3.9371, 1.9017, 3.8771], [3.7989, 4.5984, 1.8643], [4.0120, 5.7101, 4.0988], [4.1673, 4.3579, 6.1503], [4.1141, 1.8691, 6.0218], [-4.2208, -0.7660, 2.2011], [-4.6103, -0.6688, 0.8764], [-4.1985, 0.4371, 0.1431], [-3.4479, 1.4100, 0.6503], [-3.0819, 1.3079, 1.9259], [-3.4407, 0.2457, 2.7422], [-4.5104, -1.6208, 2.8009], [-5.1993, -1.4428, 0.4025], [-4.4601, 0.5313, -0.9038], [-2.4550, 2.1089, 2.3072], [-3.1024, 0.2113, 3.7697]],
  "mulliken_charge": [2.5009, -0.2711, 0.1287, -0.7298, 0.1451, -0.4131, -0.1586, -0.8274, 0.7254, -0.6208, -0.2070, -0.6493, -0.3633, -0.3245, -0.3317, -0.8480, 0.0889, -0.2709, 0.2862, -0.3662, -0.8511, 0.4512, -0.8290, -0.4080, -0.8354, -0.7755, 0.0335, 0.6032, 0.4498, 0.3980, 0.3850, 0.6101, 0.5980, 0.4990, 0.3929, 0.6561, 0.7419, -0.6572, -0.4829, 0.8606, -0.1245, -0.2072, -0.5757, -0.0629, -0.7101, -0.7435, -0.5034, 0.0579, -0.0238, -1.0065, 1.0710, -0.5961, -0.8840, 0.5721, -0.6400, -1.1966, -1.0221, 1.5463, 0.2297, 0.3703, 0.2125, 0.4141, 0.4084, 0.3921, 0.4008, 0.3987, 0.4264, 0.2447, 0.5164, 0.6383, -0.7427, 1.1415, -0.5133, -0.3723, 0.1643, -0.4512, 0.5500, -0.4787, -0.5713, -0.4272, -0.6693, -0.1380, 0.4319, 0.3731, 0.3805, 0.4350, -0.3504, -0.4409, -0.2902, -0.2044, -0.2690, -0.5789, 0.3651, 0.3972, 0.4073, 0.5014, 0.4134]
}

---

Question: Number 2 is which compound?
Answer: C46H31CaCl2N9O6S2

---

Question: What is the formula in the second record?
Answer: C46H31CaCl2N9O6S2